Record 1
C2H6P2S | wB97M-V/def2-TZVPD

Structure (XYZ):
```
11
Properties=species:S:1:pos:R:3
C 1.77968 0.86889 -2.18299
C -1.81329 0.36754 2.27947
P -0.05561 0.87830 -1.90000
P -0.09004 0.20376 0.01460
S -2.10515 0.12818 0.41518
H 1.91604 0.88819 -3.18902
H 2.30597 1.66660 -1.60783
H 2.12389 -0.12494 -1.77832
H -0.87688 0.87192 2.36452
H -1.70767 -0.60123 2.55411
H -2.68966 0.78530 2.86456
```

**2S+1**: 1
**HOMO**: -8.15 eV


Record 2
C4H9BO2S | wB97M-V/def2-TZVPD

Structure (XYZ):
```
17
Properties=species:S:1:pos:R:3
B -1.46662 -0.28522 -0.88715
C -0.33641 0.16686 0.05587
C 0.99936 -0.13596 -0.08335
C -0.71835 0.72332 1.36335
C 2.15250 0.42447 0.73811
O -1.44221 -1.48806 -1.54401
O -2.55202 0.53198 -0.93740
S 1.68039 -0.78130 -1.66574
H -0.92683 1.74233 1.35954
H 0.06691 0.55560 2.06968
H -1.59941 0.30676 1.77883
H 2.47501 1.43877 0.48609
H 1.81150 0.22616 1.82029
H 3.03859 -0.29671 0.51954
H -2.21977 -1.50015 -2.06455
H -3.07851 0.41729 -1.73663
H 2.11588 -2.04613 -1.27248
```

**2S+1**: 1
**HOMO**: -8.65 eV
**SMILES string**: C/C(S)=C(\C)B(O)O


Record 3
C4H6O2 | wB97M-V/def2-TZVPD

Structure (XYZ):
```
12
Properties=species:S:1:pos:R:3
O 0.33347 -1.43467 -1.14737
C 0.07338 -0.47684 -0.17468
C -1.22641 -0.07809 0.52803
C -0.50085 0.98306 -0.20607
O 0.60278 1.49718 0.50654
C 1.30866 0.27177 0.28842
H -0.06393 -2.29350 -0.96722
H -2.14990 -0.29920 -0.01507
H -1.35479 -0.07315 1.61081
H -0.93417 1.63494 -0.95758
H 1.96184 -0.01722 1.11557
H 1.89265 0.36064 -0.63514
```

**2S+1**: 1
**HOMO**: -8.96 eV


Record 4
C7H11N3O3 | wB97M-V/def2-TZVPD

Structure (XYZ):
```
24
Properties=species:S:1:pos:R:3
C 0.07710 -1.43255 -1.61346
C 1.09626 -2.39032 -0.97393
C 1.93319 -3.32571 1.02738
C -0.15413 1.61446 -0.61998
C -0.00654 3.06628 -0.40948
C -0.79820 3.68785 0.51059
C -2.04491 1.67999 1.05477
H -0.40807 -0.85834 -0.77667
H -0.69633 -1.84146 -2.48768
H 0.55532 -0.58355 -2.27762
H 0.45644 -1.53322 0.82623
H 2.47061 -3.87722 0.20804
H 2.52500 -2.85368 1.86590
H 1.29001 -4.06790 1.51801
H -1.38662 0.09210 0.05926
H 0.75423 3.60347 -0.97402
H -0.69939 4.74923 0.79394
H -2.32220 3.53401 1.87786
N 1.18871 -2.16542 0.40977
N -1.29118 1.09220 0.09011
N -1.75250 3.01877 1.25448
O 1.66271 -3.24127 -1.63425
O 0.47381 0.94157 -1.40262
O -2.92330 1.09070 1.67335
```

**2S+1**: 1
**HOMO**: -9.26 eV
**SMILES string**: O=c1cc[nH]c(=O)[nH]1.CNC(C)=O


These records have F_max values of 4.26 3.48 0.95 3.44 eV/Å, in the order they appear.
These records have energy relative to the best compared isomer or geometry (same formula, charge and spin) values of 0.000 0.444 3.256 1.558 eV, in the order they appear.
These records have electronic energy values of -31583.010 -19901.998 -8337.205 -18049.361 eV, in the order they appear.